(1)
Entry from the Open Molecules 2025 dataset: C25H28F5O2SSm as an isolated structure at a distorted geometry (wB97M-V/def2-TZVPD).

The LUMO energy (alpha / beta) comes out at -0.0267 / -0.0123 Eh. The gap between HOMO and LUMO (alpha / beta) is 5.4 / 5.8 eV.

Geometry as ORCA input:
```
! wB97M-V def2-TZVPD RIJCOSX def2/J DEFGRID3
* xyz 0 6
O 1.24574 -0.52036 -4.49868
C 1.66404 0.71589 -5.27813
C 1.38610 0.04920 -6.62657
H 2.72547 0.86192 -5.03336
H 1.03500 1.55793 -4.94306
C 1.11391 -1.23566 -5.84367
H 2.28081 0.01473 -7.25767
H 0.49981 0.45365 -7.12959
C 2.21993 -2.26712 -5.95247
H 3.21241 -1.83304 -5.77825
H 2.23018 -2.76324 -6.93070
H 2.04728 -3.01926 -5.18247
C -0.29558 -1.79348 -5.84064
H -1.03178 -0.98706 -5.74206
H -0.39697 -2.45888 -4.97421
H -0.54853 -2.34030 -6.75035
Sm 0.99913 -0.64660 -2.35451
C -1.72211 -1.47364 0.25020
C -1.52648 -0.13151 0.65630
C -2.08314 0.72171 -0.32619
H -1.13212 0.18847 1.60696
C -2.68956 -0.09338 -1.32272
C -2.42422 -1.45050 -0.99314
H -2.79496 -2.32290 -1.53025
H -1.49895 -2.34159 0.85602
H -2.15339 1.80466 -0.26399
H -3.37686 0.25283 -2.08887
C 1.52190 -1.99681 -0.47375
C 0.76765 -2.79315 -1.39300
C 1.54786 -2.99901 -2.55979
H -0.26626 -3.09258 -1.33537
C 2.77134 -2.27602 -2.39282
C 2.76691 -1.69690 -1.09087
H 3.58880 -1.14610 -0.65504
H 1.22717 -1.68854 0.52718
H 1.25981 -3.62968 -3.39478
H 3.60228 -2.22618 -3.08254
O -0.66620 2.37585 -4.23005
C -2.10912 2.25288 -4.22278
C -2.63592 3.68985 -4.26736
H -2.43525 1.74952 -3.30281
H -2.33574 1.59740 -5.07057
C -1.49208 4.49800 -3.55549
H -3.58072 3.79490 -3.72513
H -2.80028 4.03458 -5.30144
C -0.24018 3.58454 -3.55580
H -1.82768 4.67641 -2.52600
H -1.23606 5.47238 -3.98723
H 0.12336 3.38158 -2.52627
H 0.62390 3.98179 -4.13176
F 0.75895 1.86877 5.27771
C 0.95556 1.86212 3.95068
C 0.24996 2.73639 3.12912
F -0.61893 3.61516 3.68110
C 0.43713 2.66519 1.75516
F -0.27339 3.52390 0.98584
C 1.30317 1.73582 1.12286
S 1.41604 1.62583 -0.57138
C 1.96294 0.86438 2.01720
F 2.80931 -0.07020 1.51281
C 1.79279 0.89686 3.39239
F 2.41544 -0.01467 4.17554
*
```



(2)
Entry from the Open Molecules 2025 dataset: one molecule with the formula C5H6BrN3O2 at a distorted geometry (wB97M-V/def2-TZVPD).

The LUMO energy comes out at -0.0356 Eh. The gap between HOMO and LUMO is 7.4 eV.

Geometry as ORCA input:
```
! wB97M-V def2-TZVPD RIJCOSX def2/J DEFGRID3
* xyz 0 1
C -0.31952 -0.87788 -1.36614
C 1.74114 0.54124 0.37404
C 0.60400 -1.70333 -0.69905
C -0.68038 0.78625 0.33414
C -1.50451 2.05309 0.27439
N -0.89663 0.20508 -1.01165
N 0.76919 1.15492 0.59060
N 0.67299 -1.90188 0.68984
O 1.71250 -2.39158 1.15518
O -0.20820 -1.50734 1.47505
Br 3.36271 0.05093 0.11305
H -0.37296 -1.08063 -2.43432
H 1.25844 -2.39957 -1.34700
H -1.02777 0.13472 1.17927
H -2.54475 1.82957 0.15442
H -1.23621 2.56690 -0.65191
H -1.33001 2.53949 1.17009
*
```



(3)
Entry from the Open Molecules 2025 dataset: a 20-piece molecular cluster, C45H125N5O20 overall at a distorted geometry (wB97M-V/def2-TZVPD).

The LUMO energy comes out at 0.0073 Eh. The gap between HOMO and LUMO is 8.4 eV.

Geometry as ORCA input:
```
! wB97M-V def2-TZVPD RIJCOSX def2/J DEFGRID3
* xyz 0 1
O 1.32956 -1.36312 -0.21562
H 1.12647 -1.42214 -1.20158
H 0.72350 -0.72203 0.13029
O 1.45690 -1.88013 -2.75622
H 1.77421 -2.81129 -2.55056
H 0.61133 -1.98326 -3.23906
O -3.20406 -0.17199 -3.60680
H -2.89410 0.76542 -3.73446
H -3.48475 -0.03983 -2.71140
O 4.07393 -4.06204 -0.07654
H 4.70206 -4.78035 -0.11303
H 4.67085 -3.29566 -0.04349
O 1.96482 -4.47178 -1.85164
H 1.66982 -4.47393 -0.92766
H 2.94007 -4.50106 -1.71212
O 0.86381 4.49129 -4.54576
H 0.02836 4.01659 -4.35434
H 0.92981 4.44587 -5.51526
O 3.97376 -0.22545 -1.18998
H 3.90649 0.75058 -1.30625
H 3.03970 -0.54805 -0.95934
O 5.21128 -1.83231 0.59620
H 4.69211 -1.59042 1.35750
H 5.24952 -0.94884 0.23911
O 5.29048 -1.50453 -3.42735
H 6.04161 -2.13912 -3.50929
H 5.28710 -1.08370 -2.58194
O -0.76131 -1.37617 -4.29512
H -0.37960 -0.86972 -5.01973
H -1.70679 -1.17660 -4.19718
O -0.09315 0.85678 -2.52844
H 0.76301 1.34748 -2.58909
H 0.12668 0.01691 -2.96576
O 2.11488 2.29344 -3.07615
H 2.56121 1.67509 -3.70183
H 1.80622 3.00815 -3.67446
O 2.77404 -0.16482 -4.54828
H 3.56905 -0.59668 -4.81411
H 2.41113 -0.68727 -3.82649
O 0.60362 0.57157 -5.86986
H 0.77087 0.00453 -6.67653
H 1.46023 0.51596 -5.39326
O -1.19539 0.67168 -0.04328
H -0.94947 0.65296 -0.97058
H -0.81428 1.50868 0.25693
C 2.08914 3.53890 0.10890
C 2.98824 4.77106 0.22215
C 2.40331 6.02627 -0.51448
C 1.23901 6.64907 0.21787
C 1.62086 7.06621 1.61663
C 2.23404 5.87791 2.42300
N 3.25304 5.19500 1.61435
O 3.74729 4.10539 2.36374
C 2.87551 6.37199 3.70843
C 1.02457 4.98807 2.77456
C 4.37205 4.50326 -0.35455
H 1.01841 3.83896 0.08492
H 2.25609 2.97724 1.05254
H 2.36201 3.03825 -0.79327
H 3.18317 6.77304 -0.63576
H 2.13418 5.72819 -1.52979
H 0.36506 5.95443 0.27115
H 0.90789 7.59348 -0.32948
H 0.81407 7.52160 2.13078
H 2.35783 7.90361 1.55453
H 2.25798 7.10647 4.12727
H 3.01883 5.62284 4.45419
H 3.87156 6.88446 3.53896
H 1.36180 4.27154 3.49869
H 0.22540 5.60428 3.20215
H 0.56832 4.54169 1.94040
H 4.80572 3.65084 0.04315
H 5.03167 5.33468 -0.19584
H 4.34957 4.45085 -1.48169
H 4.65974 4.33289 2.53476
C -1.75426 -7.30266 -0.16337
C -0.95600 -6.02815 0.13459
C -1.50922 -5.30627 1.43501
C -1.10751 -6.11916 2.67657
C 0.39030 -6.43011 2.66350
C 0.99740 -7.02152 1.46646
N 0.51105 -6.26494 0.27786
O 0.99656 -6.93985 -0.81280
C 2.50235 -6.83212 1.57807
C 0.67815 -8.58979 1.39042
C -1.10930 -5.15849 -1.08682
H -1.72294 -7.98512 0.65652
H -1.44791 -7.78046 -1.12199
H -2.85444 -7.15948 -0.32868
H -0.98110 -4.36548 1.32253
H -2.50691 -5.15476 1.18067
H -1.74158 -7.05061 2.73138
H -1.33061 -5.58333 3.60189
H 0.69059 -7.08758 3.49588
H 0.78259 -5.39277 2.76336
H 2.75887 -7.04662 2.63209
H 2.99512 -7.55837 0.91186
H 2.56908 -5.75327 1.35102
H 0.71047 -8.94710 0.36044
H 1.45644 -9.18583 1.86092
H -0.27940 -8.74515 1.88407
H -0.41579 -4.30926 -1.13710
H -2.18876 -4.80334 -1.20772
H -0.97448 -5.61403 -2.04397
H 1.47072 -6.35901 -1.44145
C -5.95462 1.59346 1.97342
C -4.70899 1.04273 2.61790
C -4.96047 0.53186 4.01798
C -5.72243 -0.78019 3.98179
C -4.81864 -1.74956 3.27621
C -4.61579 -1.43150 1.77561
N -4.02783 -0.10241 1.84880
O -3.93191 0.32693 0.50908
C -3.59461 -2.43712 1.18010
C -5.94120 -1.39789 1.02560
C -3.62537 2.12341 2.64476
H -6.03983 1.62111 0.83781
H -6.20408 2.57265 2.35567
H -6.83864 1.08132 2.40861
H -4.01136 0.44207 4.58220
H -5.59563 1.32008 4.50811
H -6.69548 -0.67464 3.60121
H -5.85698 -1.04365 5.06538
H -5.26624 -2.75899 3.35243
H -3.92178 -1.79904 3.82263
H -3.36634 -2.26452 0.17790
H -2.65024 -2.36556 1.76108
H -4.03014 -3.40381 1.26723
H -6.41824 -2.40741 1.01426
H -6.64723 -0.69135 1.48924
H -5.76174 -1.18310 -0.06461
H -2.84012 1.75959 3.26401
H -4.04873 3.05625 2.94821
H -3.34398 2.26020 1.59197
H -2.96932 0.33440 0.27244
C 4.76892 0.98018 2.41384
C 3.75892 0.12798 3.18688
C 2.43953 0.08569 2.43010
C 1.34881 -0.85539 2.98796
C 2.00941 -2.24083 3.10833
C 3.32722 -2.25051 3.93788
N 4.17953 -1.26277 3.26477
O 5.44642 -1.28744 3.94237
C 3.09655 -2.06957 5.45988
C 3.94764 -3.65359 3.69974
C 3.48149 0.84248 4.51487
H 4.88742 0.70092 1.39541
H 5.76238 0.86900 2.88068
H 4.47392 2.00608 2.52974
H 1.98280 1.09050 2.30337
H 2.64209 -0.23715 1.39851
H 0.57594 -0.92152 2.24065
H 0.91587 -0.59256 3.91743
H 2.20031 -2.63784 2.05317
H 1.38025 -2.97542 3.60013
H 2.34439 -1.29801 5.66506
H 2.60558 -2.97781 5.72920
H 4.04363 -1.97833 5.93593
H 3.19593 -4.39241 4.04794
H 4.08188 -3.91232 2.60388
H 4.84828 -3.60513 4.23550
H 4.31989 0.68689 5.24323
H 2.63794 0.48048 5.14231
H 3.32399 1.92401 4.33902
H 5.99076 -1.70669 3.30071
C -2.87128 4.88567 -2.85417
C -3.24889 3.42790 -2.99706
C -4.76896 3.26923 -2.93907
C -5.37758 3.49051 -4.32087
C -4.69413 2.61564 -5.43649
C -3.18630 2.77477 -5.45311
N -2.72537 2.58979 -4.10268
O -1.20150 2.80568 -4.04188
C -2.57579 1.76880 -6.39017
C -2.84767 4.17076 -6.13281
C -2.74131 2.73267 -1.75516
H -3.41740 5.16930 -2.00367
H -3.06968 5.50753 -3.67950
H -1.81772 4.97201 -2.64091
H -5.03272 2.20407 -2.59371
H -5.13921 3.99382 -2.19144
H -5.26590 4.57905 -4.58644
H -6.36534 3.10867 -4.27745
H -5.08524 3.00237 -6.42700
H -4.93786 1.57469 -5.37447
H -2.70168 0.73909 -6.03093
H -3.22267 1.89826 -7.31048
H -1.54922 1.99026 -6.49911
H -1.70861 4.30786 -6.17785
H -3.22196 4.04929 -7.16950
H -3.24178 5.10375 -5.69162
H -2.83143 1.66162 -1.81064
H -3.25507 3.08087 -0.84255
H -1.70014 2.91235 -1.69539
H -0.86871 1.88091 -4.12908
*
```



(4)
Entry from the Open Molecules 2025 dataset: one molecule with the formula C4H8O3 at a distorted geometry (wB97M-V/def2-TZVPD).

The LUMO energy comes out at 0.0280 Eh. The gap between HOMO and LUMO is 10.1 eV. As for the structure (SMILES): C=C(COC)OO.

Geometry as ORCA input:
```
! wB97M-V def2-TZVPD RIJCOSX def2/J DEFGRID3
* xyz 0 1
C 0.51856 1.48232 0.25831
C 0.93638 0.20721 0.30960
C 0.03580 -1.00222 0.37577
O -0.97381 -1.00829 -0.63278
C -2.18608 -0.37445 -0.25200
O 2.28646 -0.10944 0.39382
O 2.94491 0.59672 -0.69462
H -0.52948 1.74950 0.23387
H 1.23350 2.29927 0.25341
H 0.64560 -1.89222 0.17774
H -0.38310 -1.13738 1.37955
H -2.26429 -0.20584 0.82649
H -2.27059 0.57903 -0.78057
H -3.01947 -1.00744 -0.56863
H 3.02560 -0.17676 -1.27998
*
```



(5)
Entry from the Open Molecules 2025 dataset: C4H6IN2O2P as an isolated structure at a distorted geometry (wB97M-V/def2-TZVPD).

The LUMO energy (alpha / beta) comes out at -0.0829 / -0.0828 Eh. The gap between HOMO and LUMO (alpha / beta) is 6.2 / 6.2 eV.

Geometry as ORCA input:
```
! wB97M-V def2-TZVPD RIJCOSX def2/J DEFGRID3
* xyz 0 1
C -0.86122 -0.93530 0.15283
C -1.39118 1.58941 -0.30620
C 0.68194 -0.75812 -0.00872
C 1.34526 -0.70564 1.34410
N -0.12526 1.78588 -0.64785
N -1.64496 0.15285 0.03966
O -1.22919 -2.08550 0.26202
O -2.33837 2.34418 -0.35041
P 1.41340 -1.27133 -1.50557
I -3.62356 -0.28005 0.18826
H 0.80807 -0.86621 2.23089
H 1.52016 0.34006 1.61586
H 2.24798 -1.17059 1.25974
H 0.16775 2.74772 -0.43818
H 2.49415 -0.45743 -1.41681
H 0.53504 -0.42992 -2.41962
*
```



(6)
Entry from the Open Molecules 2025 dataset: a 10-piece molecular cluster, C4H27NO11 overall at a distorted geometry (wB97M-V/def2-TZVPD).

The LUMO energy (alpha / beta) comes out at 0.0956 / 0.0910 Eh. The gap between HOMO and LUMO (alpha / beta) is 2.3 / 7.3 eV.

Geometry as ORCA input:
```
! wB97M-V def2-TZVPD RIJCOSX def2/J DEFGRID3
* xyz -1 2
C -2.46746 1.26454 0.87708
N -1.62475 2.28126 1.51145
C -0.16753 2.18297 1.63509
C 0.54129 2.40907 0.36113
O 0.44438 1.38955 -0.61821
C -0.08585 0.69682 2.07950
O -0.17842 -0.40864 1.54330
H -2.07025 0.72067 0.10454
H -2.92260 0.53167 1.57588
H -3.23695 2.02969 0.49070
H -2.10144 2.41893 2.40660
H 0.14496 2.87894 2.36741
H 1.63738 2.66549 0.66795
H 0.08712 3.30660 -0.18208
H -0.32333 1.34473 -1.19613
H -0.14833 0.58216 3.16092
H -1.62041 -0.68903 -2.92544
H -2.35038 0.53619 -3.38160
O -1.89192 0.25134 -2.67240
H 1.47991 0.07446 -3.88862
H 0.68685 -0.08250 -4.99313
O 0.75378 -0.41368 -4.07511
H 3.08882 0.89255 -2.15942
H 1.68435 1.42794 -1.69755
O 2.49642 1.65222 -2.21143
H 1.16716 -4.04408 0.53641
H 2.13928 -2.98159 -0.21510
O 1.40142 -3.70092 -0.41527
H 4.21908 1.71656 1.32228
H 3.84975 1.50585 -0.22675
O 3.98399 0.99564 0.64637
H -1.79074 -0.59126 4.34195
H -2.00051 -0.84331 3.02049
O -2.24870 -0.11930 3.61362
H -0.06127 -3.09363 -1.30379
H -1.07921 -3.64232 -2.49343
O -0.94900 -3.32539 -1.64109
H -1.85573 -2.92445 1.06332
H -2.12989 -1.44487 1.44941
O -2.56927 -2.36901 1.45787
H 2.07928 -0.39041 0.32054
H 1.02133 -0.90835 -0.48546
O 1.86436 -0.98755 -0.37475
*
```